Density functional theory data (ωB97M-V/def2-TZVPD) for a single C5H8N2 molecule.

The geometry in XYZ format:
```
15
C5H8N2 ωB97M-V/def2-TZVPD
C -0.4433 -0.9408 0.9777
C 0.1668 -0.2064 -0.1951
C 1.6025 -0.5709 -0.5167
N -0.6861 0.0758 -1.3410
C -0.2947 1.1925 -0.4758
C -1.2386 1.8284 0.4233
N -1.9616 2.3454 1.1651
H 0.1617 -0.8025 1.8780
H -0.4976 -2.0152 0.7667
H -1.4535 -0.5834 1.2004
H 1.6358 -1.4929 -1.1100
H 2.1019 0.2229 -1.0848
H 2.1602 -0.7350 0.4134
H -1.6460 -0.2073 -1.1521
H 0.3927 1.8894 -0.9491
```

Properties
HOMO-LUMO gap: 0.40083 Eh
multiplicity: 1
highest occupied orbital energy: -10.03 eV
SMILES string: CC1(C)N[C@H]1C#N
energy relative to the best compared isomer or geometry (same formula, charge and spin): 119.18 kJ/mol

Density functional theory data (ωB97M-V/def2-TZVPD) for 2 unconnected molecules or ions with the total composition CH4IO2PS.

The geometry in XYZ format:
```
10
CH4IO2PS ωB97M-V/def2-TZVPD
O -1.6885 2.0993 1.2578
S -1.0450 0.8639 0.8499
P -0.3049 1.1902 -1.2110
I -2.7665 -0.7620 0.1923
H -0.8042 2.4952 -1.2204
H 0.9300 1.6125 -0.7224
C 1.4192 -1.8768 0.2137
O 0.9912 -0.9929 -0.4664
H 1.1021 -2.0326 1.2584
H 2.1667 -2.5969 -0.1519
```

Properties
HOMO-LUMO gap: 0.30890 Eh
multiplicity: 1
highest occupied orbital energy: -8.98 eV
SMILES string: O=S(#[PH2])I.C=O
energy relative to the best compared isomer or geometry (same formula, charge and spin): 117.41 kJ/mol

Density functional theory data (ωB97M-V/def2-TZVPD) for 3 unconnected molecules or ions with the total composition C22H48BrN2.

The geometry in XYZ format:
```
73
C22H48BrN2 ωB97M-V/def2-TZVPD
Br -10.7312 -8.4767 -27.6698
C -14.3581 -3.5766 -23.6802
C -14.7635 -4.3361 -24.9424
C -13.9596 -4.0066 -26.2474
C -14.7378 -4.5027 -27.5412
N -14.2151 -3.8866 -28.8935
C -14.8300 -2.5283 -29.3545
C -13.7496 -1.6559 -29.9330
C -12.4566 -2.4935 -30.0327
C -12.6899 -3.5389 -28.9026
C -14.3423 -5.0594 -29.9438
C -15.8148 -5.5242 -30.1524
C -15.8412 -6.4548 -31.4069
H -13.2754 -3.6069 -23.5583
H -14.8578 -3.8211 -22.7428
H -14.5022 -2.5035 -23.8060
H -15.8400 -4.2526 -25.0911
H -14.5927 -5.4124 -24.9182
H -12.9646 -4.4508 -26.2778
H -13.8464 -2.9641 -26.5449
H -15.7043 -4.0037 -27.4698
H -14.9080 -5.5792 -27.5296
H -15.5289 -2.8168 -30.1396
H -15.3031 -2.1535 -28.4468
H -14.0146 -1.3143 -30.9336
H -13.6360 -0.9166 -29.1402
H -12.3189 -2.8661 -31.0477
H -11.5656 -1.9316 -29.7528
H -11.9998 -4.3811 -28.9528
H -12.5124 -3.0286 -27.9559
H -13.7237 -5.8563 -29.5311
H -13.9707 -4.5699 -30.8440
H -16.4803 -4.6732 -30.2974
H -16.1533 -6.0412 -29.2545
H -16.8315 -6.6638 -31.8116
H -15.2750 -7.3192 -31.0601
H -15.3097 -6.0516 -32.2689
C -15.5056 -10.4394 -25.2208
C -15.5794 -11.0615 -23.7978
C -14.5056 -10.5453 -22.8393
C -13.0237 -11.0670 -22.9651
N -11.9467 -10.4074 -22.0309
C -11.9428 -8.8819 -22.1780
C -10.4870 -8.5070 -22.0296
C -9.7213 -9.6965 -22.5047
C -10.5182 -10.9108 -22.3604
C -12.3035 -10.7770 -20.5648
C -12.4013 -12.2760 -20.2186
C -12.1526 -12.6902 -18.7689
H -15.6229 -9.3559 -25.2369
H -16.3373 -10.8624 -25.7843
H -14.5510 -10.5652 -25.7317
H -15.6287 -12.1488 -23.8569
H -16.5007 -10.7721 -23.2923
H -14.8438 -10.8338 -21.8441
H -14.5942 -9.4590 -22.8252
H -12.5578 -10.8560 -23.9276
H -13.0295 -12.1549 -22.8973
H -12.6461 -8.4177 -21.4866
H -12.2975 -8.6379 -23.1794
H -10.1718 -8.3088 -21.0052
H -10.2623 -7.6455 -22.6584
H -8.7446 -9.7040 -22.0208
H -9.7797 -9.6606 -23.5925
H -10.0814 -11.5198 -21.5689
H -10.5676 -11.5443 -23.2459
H -13.2878 -10.3587 -20.3547
H -11.6223 -10.2131 -19.9275
H -11.6924 -12.8820 -20.7828
H -13.3402 -12.7839 -20.4392
H -11.1259 -12.3917 -18.5570
H -12.3029 -13.7388 -18.5120
H -12.7840 -12.1491 -18.0642
```

Properties
charge: +1
HOMO-LUMO gap: 0.23231 Eh
multiplicity: 1
highest occupied orbital energy: -8.20 eV
energy relative to the best compared isomer or geometry (same formula, charge and spin): 286.34 kJ/mol

Density functional theory data (ωB97M-V/def2-TZVPD) for a single C3H4N2OS molecule.

The geometry in XYZ format:
```
11
C3H4N2OS ωB97M-V/def2-TZVPD
C -0.5419 0.7907 -1.4487
C -1.1068 -0.8133 1.5274
C 0.8771 -1.0939 0.0958
N -0.1730 -1.3241 0.9951
N 0.2326 1.4115 -0.6423
O -2.0313 -0.4964 2.1462
S 1.5374 0.5971 0.2255
H -1.2606 1.4864 -1.9015
H 1.7023 -1.7688 0.3186
H 0.5214 -1.1883 -0.9392
H 0.2426 2.3991 -0.3768
```

Properties
HOMO-LUMO gap: 0.34115 Eh
multiplicity: 1
highest occupied orbital energy: -8.86 eV
energy relative to the best compared isomer or geometry (same formula, charge and spin): 312.89 kJ/mol

Density functional theory data (ωB97M-V/def2-TZVPD) for 2 unconnected molecules or ions with the total composition C16H24BCl4F8O6S.

The geometry in XYZ format:
```
60
C16H24BCl4F8O6S ωB97M-V/def2-TZVPD
C 1.6751 -4.9386 -0.2691
C 2.3300 -3.8639 -1.1414
C 1.4104 -2.6823 -1.4809
O 1.9507 -1.4776 -1.0100
B 1.0624 -0.6688 -0.1107
C 1.9687 0.6512 0.3388
C 2.7702 1.2321 -0.8062
C 3.7820 2.3136 -0.3244
S 3.0643 3.9211 -0.2440
O 2.9769 4.4417 -1.5691
O 1.9016 3.9779 0.5816
O 4.2035 4.7334 0.5271
C -0.2588 -0.1082 -0.9498
C -1.5878 -0.7585 -0.6563
O -2.6831 -0.0143 -1.2575
C -3.2971 -0.6343 -2.3451
C -4.6696 -1.1027 -1.9494
F -5.2749 -1.6117 -3.0605
F -4.6235 -2.1129 -1.0629
C -5.5950 0.0212 -1.3942
F -6.8089 -0.0787 -1.9824
F -5.1103 1.2235 -1.7229
C -5.8243 -0.0067 0.1442
F -6.2044 1.2431 0.4917
F -4.7012 -0.2859 0.8071
C -6.9642 -0.9426 0.5964
F -7.4498 -0.4832 1.7662
F -6.5008 -2.1829 0.7959
C 0.6364 -1.4655 1.2771
C 1.7601 -2.0928 2.0203
O 2.9555 -2.0838 1.7803
Cl 1.2444 -3.0422 3.5515
H 0.6720 -5.1800 -0.5912
H 2.3022 -5.8227 -0.2863
H 1.6774 -4.6149 0.7630
H 3.1641 -3.4538 -0.5911
H 2.7263 -4.3219 -2.0418
H 1.3564 -2.6125 -2.5714
H 0.3992 -2.8665 -1.1173
H 2.6030 0.4589 1.2026
H 1.2650 1.4178 0.6530
H 3.3834 0.4841 -1.2848
H 2.1315 1.7217 -1.5300
H 4.6646 2.3766 -0.9434
H 4.0852 2.0621 0.6829
H 3.7785 5.2183 1.2498
H -0.0573 -0.2544 -2.0118
H -0.4123 0.9594 -0.8315
H -1.5932 -1.7902 -1.0037
H -1.8088 -0.7876 0.4030
H -3.4390 0.1105 -3.1248
H -2.7231 -1.4456 -2.7777
H -7.7855 -0.9784 -0.1081
H 0.1368 -0.7963 1.9714
H -0.0656 -2.2766 1.0788
C 5.0770 6.3527 4.3469
Cl 5.1683 5.0913 5.5738
Cl 6.5193 6.3546 3.3341
Cl 3.6209 6.1649 3.3649
H 5.0155 7.3079 4.8490
```

Properties
charge: -1
HOMO-LUMO gap: 0.26472 Eh
multiplicity: 1
highest occupied orbital energy: -5.21 eV

Density functional theory data (ωB97M-V/def2-TZVPD) for a single C19H22N4O4S2 molecule.

The geometry in XYZ format:
```
51
C19H22N4O4S2 ωB97M-V/def2-TZVPD
C 4.3814 3.3552 0.7142
C 3.7668 2.0119 0.4645
C 4.1607 1.2219 -0.6075
C 3.5797 -0.0082 -0.8479
C 2.5789 -0.4880 -0.0065
N 1.9704 -1.7296 -0.2404
C 0.6642 -2.0282 0.3079
C 0.2220 -3.3027 -0.4380
C -0.6081 -4.1746 0.4742
O -0.2209 -5.1861 1.0027
N -1.8814 -3.7157 0.7583
C -2.5551 -2.6371 0.2633
N -2.2711 -1.9746 -0.8023
N -3.0891 -0.9636 -1.0519
C -4.0164 -0.8107 -0.1725
S -5.2205 0.4158 -0.1901
C -4.5893 1.4835 -1.5306
C -3.6036 2.5253 -1.0328
C -2.2340 1.9555 -0.6397
O -1.3256 3.0248 -0.5502
C -0.5155 2.8030 0.5835
C -1.4553 2.0339 1.5130
O -2.2473 1.2895 0.6096
S -3.9736 -2.0059 1.1186
C 1.5454 -3.9437 -0.8384
C 2.5376 -2.7944 -0.8819
O 3.6350 -2.8295 -1.3830
C 2.1785 0.2978 1.0727
C 2.7686 1.5272 1.2996
H 4.6268 3.4760 1.7678
H 5.2863 3.4829 0.1261
H 3.6810 4.1453 0.4417
H 4.9356 1.5745 -1.2723
H 3.9076 -0.6066 -1.6806
H 0.7338 -2.2245 1.3869
H -0.0216 -1.1948 0.1383
H -0.3709 -3.0285 -1.3122
H -2.3733 -4.2660 1.4536
H -5.4770 1.9663 -1.9379
H -4.1432 0.8252 -2.2733
H -3.4183 3.2497 -1.8281
H -4.0177 3.0564 -0.1733
H -1.9044 1.2206 -1.3961
H -0.2001 3.7698 0.9726
H 0.3615 2.1971 0.3190
H -0.9462 1.3387 2.1805
H -2.0858 2.7172 2.0971
H 1.8696 -4.6616 -0.0802
H 1.5111 -4.4596 -1.7957
H 1.4149 -0.0494 1.7515
H 2.4478 2.1188 2.1461
```

Properties
HOMO-LUMO gap: 0.31595 Eh
multiplicity: 1
highest occupied orbital energy: -8.34 eV
SMILES string: Cc1ccc(N2C[C@H](C(=O)Nc3nnc(SCCC4OCCO4)s3)CC2=O)cc1
energy relative to the best compared isomer or geometry (same formula, charge and spin): 178.23 kJ/mol

Density functional theory data (ωB97M-V/def2-TZVPD) for 2 unconnected molecules or ions with the total composition C4H12NS.

The geometry in XYZ format:
```
18
C4H12NS ωB97M-V/def2-TZVPD
C 0.0609 2.3311 -0.7521
C -1.0660 1.7205 0.1048
S -2.0585 0.5257 -0.8458
H -0.4045 3.0245 -1.4487
H 0.5702 1.5716 -1.3499
H 0.7763 2.8311 -0.1069
H -0.6276 1.2243 0.9770
H -1.7183 2.5141 0.4561
H -2.9192 0.2201 0.1503
C 2.4981 -2.5175 1.3802
C 0.7461 -1.1841 0.3568
N 1.9705 -1.5145 0.4371
H 2.6045 -2.0806 2.3692
H 3.4951 -2.8126 1.0547
H 1.8740 -3.4018 1.3052
H -0.0632 -1.6079 0.9431
H 0.4152 -0.4696 -0.3907
H 2.6281 -0.9149 -0.0580
```

Properties
charge: +1
HOMO-LUMO gap: 0.27073 Eh
multiplicity: 1
highest occupied orbital energy: -12.55 eV
energy relative to the best compared isomer or geometry (same formula, charge and spin): 134.51 kJ/mol

Density functional theory data (ωB97M-V/def2-TZVPD) for 2 unconnected molecules or ions with the total composition C4H13N4.

The geometry in XYZ format:
```
21
C4H13N4 ωB97M-V/def2-TZVPD
C 2.1305 -0.3110 0.6395
C -2.3204 -0.6347 -1.2669
C -1.6776 0.5935 0.8609
C -1.1848 -0.3048 -0.2679
N 3.1557 -0.5520 -0.1428
N 2.2296 -0.5896 1.9196
N -0.1464 0.1988 -1.0897
N -0.0007 1.4476 -1.1952
H -3.0866 -1.2053 -0.7507
H -2.7505 0.2852 -1.6588
H -1.9392 -1.2230 -2.0974
H -2.2694 1.4319 0.4972
H -0.8440 0.9644 1.4546
H -2.3191 0.0094 1.5154
H -0.8078 -1.2530 0.1229
H 4.0311 -0.9558 0.1883
H 3.0703 -0.9950 2.3279
H 1.4618 -0.4317 2.5489
H -0.5065 2.1281 -0.6177
H 3.0892 -0.3926 -1.1325
H 0.6846 1.7896 -1.8557
```

Properties
charge: +1
HOMO-LUMO gap: 0.25065 Eh
multiplicity: 1
highest occupied orbital energy: -11.91 eV
energy relative to the best compared isomer or geometry (same formula, charge and spin): 360.65 kJ/mol

Density functional theory data (ωB97M-V/def2-TZVPD) for a single C4H11N3O3 molecule.

The geometry in XYZ format:
```
21
C4H11N3O3 ωB97M-V/def2-TZVPD
C -0.7358 0.7845 1.4512
C -0.1940 -0.4576 0.7436
C -1.3041 -1.2246 0.0147
O -0.7303 -2.3392 -0.6214
N 0.8823 -0.1361 -0.1634
C 0.7227 0.7401 -1.2889
N 2.1532 -0.3658 0.2551
O 2.3388 -1.0028 1.2865
N 3.0274 0.1269 -0.5125
O 4.3197 -0.1603 -0.0566
H -1.1927 1.4714 0.7424
H 0.0737 1.2968 1.9644
H -1.4814 0.4983 2.1871
H 0.2553 -1.1369 1.4776
H -2.0509 -1.5325 0.7592
H -1.8036 -0.5731 -0.7184
H -1.4228 -2.8771 -1.0166
H 1.1795 1.7156 -1.0992
H 1.2034 0.3019 -2.1641
H -0.3361 0.8681 -1.4901
H 4.8926 0.2282 -0.7276
```

Properties
HOMO-LUMO gap: 0.34380 Eh
multiplicity: 1
highest occupied orbital energy: -8.59 eV
SMILES string: C[C@@H](CO)N(C)/[N+]([O-])=N/O
energy relative to the best compared isomer or geometry (same formula, charge and spin): 466.02 kJ/mol

Density functional theory data (ωB97M-V/def2-TZVPD) for a molecular structure, C30H32ClN3RhSSi2.

The geometry in XYZ format:
```
70
C30H32ClN3RhSSi2 ωB97M-V/def2-TZVPD
C -2.3645 -0.9663 4.5136
C -2.8649 -0.3158 3.3355
C -2.7683 -1.2312 2.2463
H -3.2973 0.6882 3.2811
C -2.1807 -2.4485 2.7316
C -1.9506 -2.2929 4.1443
H -1.4703 -3.0339 4.7908
H -2.3473 -0.5607 5.5241
H -3.1014 -1.0313 1.2343
H -1.9078 -3.3298 2.1547
Rh -0.9708 -0.9242 3.0724
Si -0.7777 -0.9428 -1.5344
C -0.3224 0.6426 -2.5597
C 0.9376 0.8531 -3.1310
H 1.7736 0.1682 -2.9251
C 1.1443 1.9495 -3.9811
H 2.1369 2.1173 -4.4009
C 0.0938 2.8240 -4.2736
H 0.2603 3.6856 -4.9245
C -1.1684 2.5812 -3.7322
H -1.9978 3.2510 -3.9605
C -1.3744 1.5059 -2.8638
H -2.3651 1.3315 -2.4352
C -0.0461 -2.1142 -2.8728
C -0.7744 -2.0810 -4.0627
H -1.6937 -1.4963 -4.0774
C -0.3105 -2.7070 -5.2250
H -0.8806 -2.6163 -6.1421
C 0.8665 -3.4531 -5.2191
H 1.2073 -3.9726 -6.1195
C 1.5826 -3.5319 -4.0263
H 2.4933 -4.1221 -3.9812
C 1.1377 -2.8626 -2.8795
H 1.7463 -2.9276 -1.9853
H -2.2658 -0.8438 -1.5751
Si 2.2101 1.5306 0.0023
C 1.3183 -0.2096 0.2005
C -0.1267 -0.4727 0.1863
H -0.8472 0.2706 0.5589
C -0.5860 -1.8633 0.1299
H -1.6333 -2.0981 0.3153
C 0.3316 -2.9438 0.2550
H -0.0571 -3.9672 0.2573
C 1.6548 -2.6428 0.4227
H 2.3652 -3.4501 0.5854
C 2.1279 -1.3165 0.3936
H 3.1976 -1.1622 0.5426
C 0.7962 2.7335 -0.1592
C -0.3038 2.6186 0.7053
H -0.2871 1.8986 1.5339
C -1.4498 3.4079 0.5363
H -2.3526 3.2206 1.1360
C -1.4202 4.4547 -0.3908
H -2.2748 5.1280 -0.4883
C -0.2795 4.6524 -1.1798
H -0.2543 5.4726 -1.9038
C 0.8146 3.7933 -1.0695
H 1.6910 3.9406 -1.7044
H 3.3477 1.8648 -0.7669
Cl 2.8048 1.7911 2.0119
N 0.0800 0.9256 3.8636
N 0.7424 0.5393 5.0884
C 1.5667 -0.5406 5.0393
N 2.4463 -0.6333 6.0453
S 1.4149 -1.6969 3.8224
H -0.6134 1.6280 4.1312
H 0.7636 1.3635 3.2212
H 1.0916 1.3291 5.6430
H 3.1109 -1.3923 6.0822
H 2.4304 0.0335 6.8123
```

Properties
charge: +1
HOMO-LUMO gap (alpha / beta): 0.17424 / 0.14692 Eh
multiplicity: 5
highest occupied orbital energy (alpha / beta): -8.19 / -10.59 eV
<S²>: 6.032
energy relative to the best compared isomer or geometry (same formula, charge and spin): 37.67 kJ/mol

Density functional theory data (ωB97M-V/def2-TZVPD) for a molecular structure, C6H9NO.

The geometry in XYZ format:
```
17
C6H9NO ωB97M-V/def2-TZVPD
C -2.0354 0.9046 -1.2672
C -0.5778 0.5048 -0.8540
C 0.3609 1.2036 -0.1526
C 1.3358 0.2302 0.5757
C 0.1694 -0.8397 -0.6551
C 0.3518 -0.8952 0.9762
H -2.5252 -0.3272 -2.1007
H -3.2451 1.3861 -0.1650
H -1.4079 2.1209 -1.9585
H 0.2051 2.2056 0.0826
H 2.0726 0.6464 1.2224
H 2.1192 -1.3726 -0.1424
H -0.4056 -1.4822 -1.5013
H 0.9403 -1.7193 1.4056
H -0.4435 -0.2309 2.5014
N 1.6853 -0.5044 -0.6333
O -0.8419 -0.5432 1.6688
```

Properties
HOMO-LUMO gap: 0.30943 Eh
multiplicity: 1
highest occupied orbital energy: -8.52 eV
energy relative to the best compared isomer or geometry (same formula, charge and spin): 1060.42 kJ/mol

Density functional theory data (ωB97M-V/def2-TZVPD) for a single C5H8S2 molecule.

The geometry in XYZ format:
```
15
C5H8S2 ωB97M-V/def2-TZVPD
C -3.5538 -0.2113 0.0394
C -2.1029 -0.3679 -0.0244
C -1.2190 0.6687 0.0412
C 0.2385 0.4627 -0.0321
S 1.2824 1.7202 -0.0243
S 0.6938 -1.2169 -0.0760
C 2.4831 -1.2236 0.1327
H -3.8726 -0.6843 0.9594
H -4.0191 -0.6690 -0.8326
H -3.8864 0.8620 0.1352
H -1.8814 -1.4262 -0.1824
H -1.5438 1.6561 0.1746
H 2.9150 -0.6018 -0.6725
H 2.7944 -2.2806 -0.0475
H 2.7988 -0.8809 1.1295
```

Properties
HOMO-LUMO gap: 0.29875 Eh
multiplicity: 1
highest occupied orbital energy: -8.51 eV
SMILES string: C/C=C/C(=S)SC
energy relative to the best compared isomer or geometry (same formula, charge and spin): 87.74 kJ/mol

no.,energy (a.u.),maximum force (eV Å⁻¹)
1,-304.7901,1.10
2,-1228.1409,1.08
3,-3550.2290,2.94
4,-699.5530,1.33
5,-4138.3405,3.58
6,-2053.5917,1.77
7,-612.2535,1.02
8,-378.8984,2.50
9,-548.8261,1.31
10,-2874.0947,9.60
11,-363.6203,4.88
12,-991.6528,3.24